1.
Here is the molecule C4H10N2O2 at a distorted geometry from the OMol25 dataset. Energies are from ωB97M-V/def2-TZVPD.

HOMO energy (eV): -9.0
Structure (SMILES): CN(C)C(=O)CON
Orbital gap (eV): 9.801

Element x y z (Å)
H -2.70 1.29 0.55
C -1.31 -0.78 -0.48
N -2.98 1.07 -0.41
C 1.57 -0.43 -1.04
H -2.12 -1.35 -0.01
H 2.41 -0.85 1.57
C 1.89 0.08 1.35
C -0.41 -0.13 0.53
H 2.62 0.85 1.08
H 1.83 -1.49 -1.06
H -0.84 -1.28 -1.33
H 1.39 0.42 2.26
H 2.48 0.17 -1.17
O -0.84 0.19 1.65
N 0.97 -0.13 0.25
H -3.12 1.97 -0.87
O -1.73 0.62 -1.00
H 0.90 -0.20 -1.86

2.
Here is a cluster of 2 separate species, C4H10N2O2 in total at a distorted geometry from the OMol25 dataset. Energies are from ωB97M-V/def2-TZVPD.

HOMO energy (eV): -9.2
Structure (SMILES): CC(N)=O.CC(N)=O
Orbital gap (eV): 9.890

Element x y z (Å)
H 2.43 0.53 -1.58
N 0.45 -1.85 0.13
O 0.72 -1.00 2.14
C -0.09 -1.45 1.33
C -1.54 -1.77 1.54
N 1.88 1.30 -1.23
O 0.07 0.04 -1.50
H 2.37 2.17 -1.09
H -1.84 -2.73 1.17
H 1.42 -1.60 0.04
H -1.37 2.01 -1.24
H -0.13 3.19 -1.25
H -0.16 -1.82 -0.66
H -0.43 2.36 0.30
C 0.54 1.14 -1.23
H -2.18 -0.91 1.31
C -0.39 2.25 -0.81
H -1.74 -1.87 2.64

3.
Here is the molecule C4H10N2O2 at a distorted geometry from the OMol25 dataset. Energies are from ωB97M-V/def2-TZVPD.

HOMO energy (eV): -9.5
Structure (SMILES): O=CNCCNCO
Orbital gap (eV): 10.138

Element x y z (Å)
C -2.06 -2.43 -0.66
H 0.46 1.77 2.26
H -1.24 -0.34 -1.80
H -1.16 0.57 0.68
N -0.77 -1.98 -0.65
C 1.28 1.67 1.52
H 2.25 1.48 2.13
H 0.52 -0.79 -1.71
H -0.13 1.42 -0.69
H -2.32 -3.44 -0.47
H 2.31 2.71 0.08
O -2.94 -1.67 -0.99
N 1.12 0.49 0.75
H -0.08 -2.72 -0.33
C -0.23 0.51 0.06
C -0.38 -0.69 -0.98
O 1.57 2.87 0.79
H 1.81 0.56 0.00

4.
Here is a cluster of 2 separate species, C4H10N2O2 in total at a distorted geometry from the OMol25 dataset. Energies are from ωB97M-V/def2-TZVPD.

HOMO energy (eV): -9.7
Structure (SMILES): CNC=O.CNC=O
Orbital gap (eV): 10.235

Element x y z (Å)
C 2.77 -1.10 -6.31
H 2.42 -0.06 -6.32
H 5.74 -4.52 -4.71
H 1.89 -1.76 -6.20
N 6.87 -2.89 -4.82
H 6.80 -3.04 -3.81
C 4.03 -0.29 -8.29
H 7.24 -0.89 -4.30
H 8.30 -1.53 -5.60
H 3.80 -2.26 -7.79
H 4.60 -0.77 -9.12
O 3.81 0.89 -8.11
N 3.59 -1.31 -7.50
O 6.16 -3.86 -6.68
C 6.18 -3.80 -5.45
H 6.59 -1.13 -5.95
C 7.27 -1.54 -5.19
H 3.43 -1.24 -5.44

5.
Here is a structure of composition C4H10N2O2 at a distorted geometry from the OMol25 dataset. Energies are from ωB97M-V/def2-TZVPD.

HOMO energy (eV): -8.0
Orbital gap (eV): 8.534

Element x y z (Å)
H -0.38 0.57 3.42
H 1.79 0.83 -0.22
N -1.08 -0.25 -0.71
O -0.75 1.58 1.37
C -0.60 0.38 1.54
H 1.63 0.18 1.40
H -2.42 -0.57 0.85
H 0.27 1.10 -2.41
H 2.02 -0.91 0.21
O -0.40 -0.16 2.78
H -0.03 -0.50 -3.15
H -0.99 -1.66 0.80
N 0.17 -0.56 -1.08
H 1.58 -0.10 -2.53
H -1.36 0.72 -0.88
C -1.35 -0.65 0.63
C 1.41 -0.02 0.35
C 0.51 0.03 -2.36

6.
Here is a cluster of 2 separate species, C4H10N2O2 in total at a distorted geometry from the OMol25 dataset. Energies are from ωB97M-V/def2-TZVPD.

HOMO energy (eV): -9.6
Structure (SMILES): C/N=C\N.CC(=O)O
Orbital gap (eV): 10.299

Element x y z (Å)
N -0.74 1.43 2.27
C 0.17 0.70 2.83
C -0.83 -0.38 -1.92
H -1.69 0.74 0.51
N 1.16 -0.12 2.16
C -0.83 1.37 0.81
O 0.38 -1.88 -3.41
H 2.02 0.06 2.68
H -0.68 0.72 -1.98
H -1.63 -0.70 -2.60
H -1.03 -0.73 -0.88
O 1.56 -0.89 -1.77
H 0.95 -1.07 2.46
H 0.11 0.94 0.45
H -1.01 2.40 0.46
H 1.29 -2.13 -3.62
H 0.31 0.58 3.88
C 0.47 -1.05 -2.32

7.
Here is a structure of composition C4H10N2O2 at a distorted geometry from the OMol25 dataset. Energies are from ωB97M-V/def2-TZVPD.

HOMO energy (eV): -8.7
Orbital gap (eV): 5.359

Element x y z (Å)
C -1.90 -1.83 0.08
H -0.15 -0.88 -1.68
H -1.83 -2.41 -0.86
H -0.51 3.19 0.46
H 2.94 -0.14 -0.17
O 0.24 2.59 0.42
C -1.19 -0.07 0.16
H -1.86 -2.46 0.98
H -1.25 0.89 -0.37
H 2.46 1.54 0.33
C 0.21 -0.65 -0.64
N 1.02 0.46 -0.73
H 0.50 1.36 -0.48
C 2.13 0.51 0.18
N -2.50 -0.67 0.08
H 1.82 0.11 1.15
H -0.84 0.15 1.18
O 0.70 -1.69 -0.10

8.
Here is the molecule C4H10N2O2 at a distorted geometry from the OMol25 dataset. Energies are from ωB97M-V/def2-TZVPD.

HOMO energy (eV): -9.3
Structure (SMILES): CO[C@H](C)N(C)N=O
Orbital gap (eV): 9.859

Element x y z (Å)
N 1.48 1.14 -0.47
H 1.98 -1.24 -1.46
H -0.03 -1.56 0.81
H -2.25 0.18 -2.10
C -1.71 0.45 -1.21
H 1.98 -1.94 0.20
H -1.83 -0.18 1.73
O 0.86 2.13 -0.07
O -1.09 -0.72 -0.70
H -0.96 1.21 -1.33
N 1.10 -0.07 0.00
H -0.22 0.17 2.43
H -2.42 0.92 -0.49
C 2.08 -1.00 -0.39
H 3.08 -0.49 -0.20
H -0.97 1.33 1.30
C -0.86 0.25 1.54
C -0.22 -0.55 0.40

9.
Here is a structure of composition C4H10N2O2 at a distorted geometry from the OMol25 dataset. Energies are from ωB97M-V/def2-TZVPD.

HOMO energy (eV): -7.7
Orbital gap (eV): 8.069

Element x y z (Å)
C 1.37 0.15 -0.39
H 1.50 -1.35 1.16
O 1.92 1.08 -0.93
N -1.44 -1.89 -0.64
N -0.81 0.01 1.38
H -1.11 0.62 2.14
H 3.02 -0.45 0.87
H -1.91 1.96 -0.57
C -0.58 0.56 0.29
H 2.45 -1.68 -0.28
H 0.06 -0.50 -1.08
H -0.23 2.16 -1.10
O -1.04 -0.60 -1.10
C 2.14 -0.89 0.41
C -0.87 1.92 -0.25
H -1.33 -1.84 0.38
H -2.45 -1.91 -0.82
H -0.70 2.66 0.53

10.
Here is the molecule C4H10N2O2 at a distorted geometry from the OMol25 dataset. Energies are from ωB97M-V/def2-TZVPD.

HOMO energy (eV): -9.5
Structure (SMILES): C[C@@H](N)[C@@H](O)/C=N\O
Orbital gap (eV): 10.154

Element x y z (Å)
N -1.32 0.07 1.13
H -0.97 -1.53 -0.17
C 0.65 -1.55 1.19
H 1.10 -0.84 1.95
N 1.17 2.23 -1.05
C 1.13 1.07 -0.52
H -0.30 1.67 -2.14
H 0.09 -2.39 1.68
C 0.09 -0.03 -0.85
H -2.06 -0.47 1.51
H 1.85 0.83 0.34
C -0.39 -0.79 0.33
H 1.47 -1.91 0.59
O 0.47 2.31 -2.23
H 0.54 -0.75 -1.59
O -1.09 0.53 -1.42
H -0.95 0.50 1.97
H -1.49 1.05 -0.73

11.
Here is a cluster of 2 separate species, C4H10N2O2 in total at a distorted geometry from the OMol25 dataset. Energies are from ωB97M-V/def2-TZVPD.

Expectation value of S²: 0.7551
Spin multiplicity: 2
HOMO energy (alpha / beta) (eV): -13.5 / -13.5
Total charge: +1
Orbital gap (alpha / beta) (eV): 9.814 / 4.787

Element x y z (Å)
C -1.14 1.88 -0.58
H -1.81 -0.77 -1.28
N 2.01 -1.67 1.54
C -2.17 0.85 -0.02
H -1.16 2.12 -1.64
H 2.88 -2.08 1.22
H -0.19 1.34 -0.50
H 0.80 -0.42 -1.14
O 0.37 -0.20 1.36
H -3.14 -0.87 -0.19
N -2.33 -0.36 -0.51
C 1.78 -0.57 -0.65
C 1.31 -0.73 0.78
H 2.25 0.40 -0.84
O -2.82 1.29 0.92
H 2.38 -1.39 -0.97
H 1.99 -1.60 2.54
H -1.01 2.79 -0.03

12.
Here is the ion C4H10N2O2 with charge +1 at a distorted geometry from the OMol25 dataset. Energies are from ωB97M-V/def2-TZVPD.

Expectation value of S²: 0.7739
Spin multiplicity: 2
HOMO energy (alpha / beta) (eV): -14.0 / -14.0
Total charge: +1
Orbital gap (alpha / beta) (eV): 10.305 / 5.085

Element x y z (Å)
H 0.65 -0.59 2.13
C -0.61 1.14 -2.32
H -1.02 -1.55 1.47
C 0.08 -0.59 -0.01
H 2.03 0.21 -0.07
C -0.47 0.89 0.17
N 1.38 -0.36 -0.66
N -0.87 1.61 -0.97
H 1.83 -1.30 -0.66
C 0.03 -1.21 1.40
H -0.74 0.03 -2.35
H -1.18 2.58 -0.91
O -0.51 1.44 1.25
H -1.45 1.59 -3.00
O 0.66 -2.49 1.30
H 0.48 1.34 -2.44
H 0.91 -2.83 2.20
H -0.50 -1.09 -0.81

13.
Here is a structure of composition C4H10N2O2P at a distorted geometry from the OMol25 dataset. Energies are from ωB97M-V/def2-TZVPD.

HOMO energy (alpha / beta) (eV): -15.0 / -13.4
Total charge: +1
Orbital gap (alpha / beta) (eV): 9.309 / 5.999

Element x y z (Å)
H -1.89 -1.90 -0.09
C -0.87 -2.01 0.27
P 0.07 -0.52 -0.13
C -0.81 0.83 0.68
N 1.75 1.07 -0.62
O 3.64 0.25 0.41
H -0.88 -2.19 1.34
H -0.41 -2.86 -0.24
N 1.57 -0.81 0.48
H -2.76 1.57 0.73
H -1.66 2.58 -0.10
C 2.47 0.23 0.13
H 2.15 1.99 -0.77
H -2.19 1.07 -0.90
O -0.12 -0.48 -1.68
H 1.87 -1.64 0.97
H -0.47 1.14 1.66
H 0.43 0.16 -2.17
C -1.90 1.52 0.05

Values for E_tot, hartree, ordered as above
-418.30959 -418.42973 -418.33781 -418.39722 -418.26091 -418.37531 -418.04073 -418.28427 -418.20188 -418.31084 -418.09008 -418.02855 -759.46177